Entry 1:
A single C6H5NO3 molecule. Source: the OMol25 dataset; level of theory: ωB97M-V with the def2-TZVPD basis set.

Its SMILES is O=C(O)c1cncc(O)c1. Its total charge is 0. Its energy above the lowest of the compared OMol25 structures with the same formula, charge and spin is 24.44 kcal/mol. The calculation puts the gap between HOMO and LUMO at 9.609 eV.

Bonds (Å) are listed after each position.
Cartesian coordinates (Å):
1 O -1.95881 -1.88499 -1.11647  C2 1.194
2 C -1.73571 -0.94495 -0.41443  O1 1.194, O3 1.361, C4 1.515
3 O -2.66516 -0.25974 0.30657  C2 1.361, H11 1.001
4 C -0.36181 -0.37440 -0.12861  C2 1.515, C5 1.391, C10 1.343
5 C 0.58505 -1.29202 0.31450  C4 1.391, N6 1.300, H12 1.135
6 N 1.76512 -0.91352 0.70788  C5 1.300, C7 1.288
7 C 2.11749 0.31040 0.51694  N6 1.288, C8 1.481, H13 1.048
8 C 1.24147 1.36427 -0.04544  C7 1.481, O9 1.364, C10 1.424
9 O 1.59110 2.67506 0.09481  C8 1.364, H14 0.965
10 C -0.08016 0.92201 -0.33702  C4 1.343, C8 1.424, H15 1.122
11 H -3.57291 -0.43775 -0.07533  O3 1.001
12 H 0.24716 -2.34955 0.55038  C5 1.135
13 H 3.08508 0.50006 0.87088  C7 1.048
14 H 2.27527 2.80110 0.76415  O9 0.965
15 H -0.72546 1.72638 -0.78021  C10 1.122

Atomic partial charges in e from the natural (NBO) method, atoms 1 to 6:
1. O -0.558
2. C 0.792
3. O -0.690
4. C -0.187
5. C 0.043
6. N -0.399

***

Entry 2:
A gas-phase ion, C6H5O3 (charge -1). Source: the OMol25 dataset; level of theory: ωB97M-V with the def2-TZVPD basis set.

Its total charge is -1. Its energy above the lowest of the compared OMol25 structures with the same formula, charge and spin is 44.76 kcal/mol. The calculation puts the gap between HOMO and LUMO at 7.991 eV.

Bonds (Å) are listed after each position.
Cartesian coordinates (Å):
1 C -2.43935 0.09848 0.14687  C2 1.346, C4 1.414, H10 1.041
2 C -1.76386 1.25940 0.05286  C1 1.346, O7 1.191
3 C 0.02873 0.17950 0.18237  C5 1.370, O9 1.399
4 C -1.80462 -1.16393 0.09359  C1 1.414, O8 1.223, O9 1.392
5 C 1.36494 0.47652 0.13693  C3 1.370, C6 1.443, H11 1.067
6 C 2.55078 -0.30678 -0.11359  C5 1.443, H12 1.068, H13 1.019, H14 1.042
7 O -1.74798 2.43730 -0.12340  C2 1.191
8 O -2.36606 -2.22532 -0.13621  C4 1.223
9 O -0.41385 -1.14771 0.15883  C3 1.399, C4 1.392
10 H -3.45505 0.28552 0.01389  C1 1.041
11 H 1.57578 1.50516 0.32718  C5 1.067
12 H 2.74499 -0.25278 -1.16202  C6 1.068
13 H 2.36436 -1.29278 0.06456  C6 1.019
14 H 3.36119 0.14744 0.35814  C6 1.042

Atomic partial charges in e from the natural (NBO) method, atoms 1 to 6:
1. C -0.677
2. C 0.649
3. C 0.118
4. C 0.765
5. C -0.378
6. C -0.639

***

Entry 3:
2 unconnected molecules or ions with the total composition C6H5O7P. Source: the OMol25 dataset; level of theory: ωB97M-V with the def2-TZVPD basis set.

Its spin multiplicity is 3. Its total charge is 0. The calculation puts the gap between HOMO and LUMO (alpha / beta) at 6.666 / 7.943 eV.

Bonds (Å) are listed after each position.
Cartesian coordinates (Å):
1 C 1.21148 -0.93353 0.16663  C2 1.499, C3 1.624, C4 1.494, O7 1.419
2 C 0.67355 -2.30271 -0.12120  C1 1.499, O8 1.209, O10 1.383
3 C 0.30683 -0.32592 1.37107  C1 1.624, C4 1.488, O11 1.364, H15 1.116
4 C -0.16243 -0.38438 -0.03983  C1 1.494, C3 1.488, O10 1.500
5 C -0.91906 1.26897 -1.33428  C6 1.530, O12 1.156
6 C -2.38024 0.82435 -1.42581  C5 1.530, O13 1.402, H16 1.105, H17 1.156
7 O 2.51241 -0.36814 0.19634  C1 1.419, P14 1.642
8 O 1.11431 -3.40976 -0.32454  C2 1.209
9 O 3.63215 1.26147 1.84613  P14 1.394
10 O -0.61705 -1.80774 -0.16673  C2 1.383, C4 1.500
11 O 1.08476 0.65733 1.90937  C3 1.364, P14 1.630
12 O -0.00956 1.91213 -1.64491  C5 1.156
13 O -2.98264 0.17339 -0.34033  C6 1.402, H19 1.051
14 P 2.47280 0.98782 1.12189  O7 1.642, O9 1.394, O11 1.630, H18 1.373
15 H -0.02568 -1.10202 2.10055  C3 1.116
16 H -2.58338 0.30295 -2.37904  C6 1.105
17 H -2.94812 1.82659 -1.32591  C6 1.156
18 H 2.05293 2.07934 0.40296  P14 1.373
19 H -2.43307 -0.66013 -0.01237  O13 1.051

Atomic partial charges in e from the natural (NBO) method, atoms 1 to 6:
1. C 0.070
2. C 0.754
3. C 0.104
4. C 0.244
5. C 0.418
6. C -0.175

***

Summary of DFT total energy in eV
-13934.9560, -12444.6289, -29916.8979
(order as listed above)